Entry 1:
{"formula": "C2H3NO2", "method": "wB97M-V/def2-TZVPD", "multiplicity": 3, "gap_ev": [8.9979, 7.3549], "s2": 2.02, "e_homo_ev": [-8.3, -10.7], "species": ["C", "H", "O", "C", "H", "N", "O", "H"], "positions_angstrom": [[-3.488751, -0.118495, -0.001925], [0.472521, -0.474221, 0.850930], [-1.311590, 0.642239, 0.263856], [-0.063832, 0.098996, 0.103958], [0.052359, -0.496440, -0.871252], [-4.581433, 0.136762, -0.198678], [-2.318324, -0.485158, 0.198533], [0.644338, 0.784563, -0.288261]], "forces_ev_per_a": [[1.769, -1.180, 0.613], [-0.833, -0.096, 0.824], [6.073, 6.612, 0.706], [1.825, -1.271, -3.033], [-1.255, -0.285, 1.282], [-3.066, 1.123, -0.584], [-5.095, -6.831, -0.412], [0.582, 1.928, 0.603]]}

---

Entry 2:
{"formula": "C5H6N2O", "method": "wB97M-V/def2-TZVPD", "smiles": "C=Cn1ccnc1O", "gap_ev": 8.9082, "e_homo_ev": -8.5, "species": ["C", "C", "H", "H", "N", "N", "O", "H", "H", "H", "C", "C", "H", "C"], "positions_angstrom": [[-1.024211, 0.981687, -0.318574], [1.375484, -0.035469, 0.170381], [1.742169, 1.618585, -1.348929], [1.737502, -0.999494, 0.858610], [-2.103184, -0.804161, 0.358285], [-0.141782, 0.011835, 0.050791], [-0.517321, -2.335057, 0.619417], [-3.208860, 1.088418, 0.041260], [-0.670468, 1.968640, -0.561159], [0.489610, -2.359089, 0.788231], [-2.232629, 0.522839, -0.040500], [2.196234, 0.784956, -0.623484], [3.253056, 0.653112, -0.419473], [-0.895600, -1.096803, 0.425144]], "forces_ev_per_a": [[1.360, 2.176, 0.173], [-0.610, 0.303, -1.909], [1.234, -2.149, 1.873], [-0.732, 3.190, -1.894], [-4.407, 0.498, 0.420], [4.992, -2.675, 0.807], [3.834, -1.317, 0.929], [1.407, -1.021, -0.512], [-0.041, 0.036, -0.055], [-2.419, -0.188, -0.434], [-2.315, -0.445, 0.552], [-3.025, -0.915, 1.562], [-0.017, 0.383, -0.486], [0.738, 2.123, -1.024]]}

---

Entry 3:
{"formula": "C44H58BBaN10S2", "method": "wB97M-V/def2-TZVPD", "charge": -1, "gap_ev": [6.6561, 6.6573], "e_homo_ev": [-4.7, -4.7], "species": ["C", "C", "H", "H", "C", "H", "C", "H", "H", "C", "C", "H", "N", "H", "C", "C", "H", "H", "H", "C", "H", "N", "H", "N", "H", "H", "C", "N", "C", "H", "H", "C", "N", "C", "H", "H", "C", "S", "H", "C", "C", "H", "C", "H", "Ba", "H", "H", "C", "H", "C", "N", "H", "H", "C", "C", "C", "N", "S", "C", "H", "H", "H", "H", "H", "C", "H", "H", "C", "N", "C", "H", "H", "H", "H", "C", "H", "H", "H", "H", "C", "C", "H", "C", "C", "H", "H", "C", "N", "H", "H", "H", "H", "H", "H", "C", "B", "C", "H", "C", "N", "C", "C", "H", "C", "H", "H", "C", "H", "H", "C", "H", "C", "C", "H", "C", "C"], "positions_angstrom": [[-4.379107, -2.169679, 0.452495], [-2.185075, -4.899197, -3.452904], [5.866001, -0.668472, -2.765949], [3.547466, -4.320160, 3.194055], [-5.429220, -2.482053, -0.434780], [2.292765, 3.452260, -4.528661], [-5.216922, 1.461471, 1.453928], [-4.325943, 2.266217, -3.601486], [-2.935542, 0.453961, -1.462691], [1.614930, 2.056941, 4.640719], [1.619600, -3.783234, 1.280107], [-1.160155, 5.457697, 0.462262], [-0.583766, 1.862393, -1.673492], [-3.059134, 3.487061, -3.458274], [-5.678369, -3.771114, -0.798232], [4.226965, 2.986098, 1.004750], [3.110487, 2.459088, -3.207656], [5.339607, 3.058361, 0.968431], [-2.835095, -4.128446, -3.212257], [-3.631653, -3.242585, 0.987067], [-1.974342, -0.037875, -4.984820], [0.173539, -4.273412, -0.300914], [4.780695, -2.829882, 4.372074], [0.848916, 1.958338, 1.768652], [4.438675, -1.971822, 0.350308], [-6.322515, -0.358933, 0.870502], [0.018242, 3.862990, 1.062807], [-2.561197, -3.146097, 1.863359], [2.826477, -2.197975, -1.978492], [-3.940697, -0.117300, -2.761944], [2.530851, 4.154964, -2.978362], [-2.895206, -0.276719, 0.863687], [0.742646, 2.777178, 0.742783], [-3.412305, 2.508977, -3.102866], [4.590944, -0.343959, 3.957505], [-0.961500, 4.482488, 2.855247], [4.873583, -2.161658, -0.638873], [-1.168418, -5.413497, -2.071273], [1.856913, -4.848792, 1.229817], [4.907035, -1.189893, -2.951667], [-0.740526, 2.803968, 5.060383], [-1.312182, 0.410914, 3.754045], [4.628929, 0.697756, -0.224054], [-0.302386, 3.803664, 5.215261], [-0.131478, -0.438745, 0.195028], [-2.372697, 1.602705, -5.582727], [-1.604249, -4.639121, -4.324633], [-5.024729, -4.817348, -0.217786], [-1.873786, -3.838338, 1.628585], [-0.361896, 3.766415, 2.354947], [2.611673, 0.570644, -1.138096], [-3.818358, 2.957878, 1.744972], [-3.445458, -5.432656, 1.047788], [-2.818608, 1.080755, 1.219302], [-0.067511, 2.157578, -3.874786], [4.070412, -2.406538, 3.732215], [0.698267, 2.420560, -1.820537], [-0.547547, -2.435619, -2.178036], [-0.356120, 4.838743, 0.030122], [-1.887354, 1.621758, 1.467033], [5.064991, -2.192399, -3.470177], [-0.399320, 0.161964, 5.273009], [-6.066756, 2.146477, 1.666490], [3.928380, 2.875546, 2.063469], [-0.308637, 0.478169, 4.189657], [3.791510, 3.887007, 0.710271], [0.359481, -0.155546, 3.571867], [2.403669, -2.841741, 2.085662], [2.226221, -1.527736, 1.939868], [3.959985, -1.030370, 3.531838], [4.859690, -3.246495, -0.856242], [1.654947, 1.715734, 5.704994], [-2.171825, -2.197381, 1.871925], [-0.661455, 4.300370, -0.819789], [-5.352132, 0.062216, 1.073818], [3.088106, -3.102968, -2.575883], [-2.772537, -5.782179, -3.743549], [2.287479, -1.589220, -2.666128], [-3.682889, 2.654243, -2.065468], [3.359015, -3.324515, 2.984313], [-3.917391, 1.915546, 1.499872], [-5.222964, -5.839530, -0.505165], [2.299638, 3.267354, -3.465402], [-0.430487, -3.945344, -1.390740], [2.278242, 1.386424, 4.018745], [2.831990, 0.369409, 2.408858], [4.064892, -1.414933, -1.669512], [0.799988, -3.348268, 0.441329], [-3.654930, 0.599416, -4.852388], [0.488784, 5.460310, -0.297365], [2.233343, -2.395066, -1.071076], [-6.405175, -3.901052, -1.578315], [-0.799881, 2.317193, 6.042461], [-1.717857, 3.039912, 4.640366], [3.883539, 1.821880, 0.122519], [1.577281, 2.739227, -0.542681], [-2.560810, 0.875455, -4.775379], [4.393656, -0.553857, -3.683484], [1.012573, 2.581081, -3.099615], [2.697125, 1.709978, -0.472322], [-4.220334, -0.760340, 0.849949], [3.036631, -0.684744, 2.603354], [5.887162, -1.733647, -0.673593], [-3.995301, -4.556412, 0.690318], [1.980438, 3.066311, 4.640026], [1.949722, 3.852450, -0.803059], [-2.896243, 0.126583, -2.521980], [5.651156, 0.444923, -0.072236], [-0.242244, 2.249746, -4.954856], [0.199110, 2.556576, 2.757062], [-2.250804, -0.684385, -2.745721], [0.171903, 1.970563, 4.144332], [-1.056351, 1.752827, -2.939927], [-5.890725, -1.684986, -0.963182], [3.774926, -0.063112, -1.040823], [-2.413110, 1.332677, -3.314279]], "forces_ev_per_a": [[-1.358, -0.457, 0.139], [0.845, -1.560, -0.711], [-0.320, -0.527, 0.138], [0.007, -1.968, -0.060], [1.860, 0.094, 0.703], [0.215, -0.066, -0.378], [-0.186, -2.267, -0.926], [-0.710, -0.096, -0.501], [0.368, -0.797, -0.376], [0.369, -1.642, 0.803], [1.292, -0.520, 0.441], [0.271, -0.066, -0.566], [0.732, 0.231, -1.263], [0.126, -0.352, -0.176], [-1.192, 0.091, -0.845], [1.739, -1.610, 0.708], [-0.989, 1.702, -0.628], [-0.752, 0.286, 0.230], [-1.178, 1.516, 0.604], [-0.363, -0.604, -0.073], [-0.146, 0.409, 0.128], [0.319, -1.630, 0.844], [1.053, -0.244, 1.188], [0.340, -0.881, 1.265], [0.217, -0.300, -0.117], [-0.352, -0.103, 0.358], [0.204, 0.060, -1.302], [0.406, 1.357, 0.386], [0.128, -0.137, -0.583], [0.267, -0.055, -0.197], [0.114, 1.482, 1.213], [0.515, 0.907, 1.086], [-0.011, 1.156, -1.697], [0.633, 0.187, 0.228], [1.234, 1.551, 1.182], [-0.354, 0.245, 0.562], [0.628, -0.329, 0.194], [0.065, -0.240, 0.208], [0.069, 0.028, 0.556], [-0.004, -0.809, -0.695], [0.688, 0.614, 0.089], [0.054, -0.012, 0.046], [-0.415, 0.270, -0.437], [0.121, -0.273, 0.070], [0.127, 0.257, -0.173], [0.120, 0.004, 0.480], [0.330, 0.274, -0.131], [1.146, -0.481, 0.664], [0.404, -0.145, 0.098], [0.196, -0.242, 0.228], [-0.729, -1.649, -1.253], [0.604, 0.367, 0.194], [0.037, 0.587, 0.236], [-0.151, 0.660, 0.778], [-0.418, 0.344, 0.173], [-0.048, 0.218, -0.866], [-1.557, -1.160, 1.466], [-0.147, -0.457, -0.071], [0.257, 1.335, 1.004], [0.154, -0.466, -0.662], [0.141, 1.178, 0.664], [0.423, 0.030, -1.270], [0.581, -0.818, -0.282], [0.072, -0.383, -0.385], [-0.055, 0.662, 0.181], [-0.656, 1.464, -0.867], [-0.215, 0.126, 0.684], [0.249, -0.367, 0.397], [0.100, 0.233, -0.114], [-0.671, -2.876, -0.771], [0.325, 0.466, 0.147], [0.107, 0.046, -0.660], [-0.188, -0.382, -0.033], [-0.826, -0.474, -1.188], [0.679, 1.302, 0.255], [-0.218, 0.248, 0.851], [0.122, 0.110, 0.314], [-1.092, 0.344, -0.373], [0.216, -0.134, 0.503], [-0.410, 2.334, 0.188], [-0.408, -0.075, 0.000], [-0.111, -0.093, -0.022], [0.754, -4.049, -0.653], [-0.495, 0.837, -0.955], [-0.680, 0.905, 0.791], [0.097, -0.228, -0.249], [0.698, 0.841, 0.035], [-1.699, 1.733, -1.236], [1.152, 0.141, -0.217], [-0.183, 0.032, 0.256], [0.262, -0.128, -0.643], [-0.333, -0.436, -0.208], [-0.273, 0.145, -0.228], [-0.186, -0.617, 0.022], [0.886, 0.247, 0.562], [-0.687, 0.039, -1.339], [-0.888, -0.394, -0.562], [-0.232, -0.141, 0.212], [-0.358, 1.143, -0.262], [-0.075, 0.399, 0.557], [0.037, 0.880, -0.285], [-1.673, 1.119, -0.899], [-0.043, -0.582, 0.384], [-0.868, -0.612, -1.231], [0.232, 0.572, -0.257], [0.594, 0.101, 0.425], [-0.894, 1.742, 1.199], [0.522, 0.210, 0.563], [0.450, -0.106, 0.665], [-0.547, -0.864, 1.273], [0.335, -0.948, 0.298], [-0.262, -0.496, 0.070], [2.241, 0.283, 0.223], [-0.538, 0.622, -0.167], [-0.559, 0.401, 0.257], [-1.827, 0.178, -0.619]]}

---

Which ΔE to the lowest compared entry with this formula, charge and spin belongs to each record? In order, 118.01 51.43 0.92 kcal per mole.
Which strongest force on any atom belongs to each record? In order, 9.0 5.7 4.2 eV/A.